Density functional theory data (ωB97M-V with the def2-TZVPD basis set) for a structure of composition C27H29F3N7PdSb.

The geometry in XYZ format:
```
68
Properties=species:S:1:pos:R:3:nbo_charge:R:1
Pd 0.0999 -1.4890 0.6859 0.875
C -3.5712 1.0539 2.3491 -0.428
N -2.9535 0.0267 3.1890 -0.379
C -3.4755 -0.1395 4.5470 -0.431
C -1.9043 -0.6591 2.7268 0.658
N -1.2475 -0.3362 1.6454 -0.801
N -1.5580 -1.7912 3.4532 -0.608
C -0.3588 -2.4664 3.4353 0.653
N -0.1566 -3.2803 4.4857 -0.771
N 0.4803 -2.3442 2.4582 -0.742
H -4.5954 1.1980 2.6815 0.242
H -3.5969 0.7256 1.3100 0.220
H -3.0387 2.0045 2.4136 0.225
H -3.9567 0.7878 4.8441 0.249
H -2.6684 -0.3210 5.2552 0.216
H -4.2178 -0.9390 4.6022 0.218
H -1.4808 0.5875 1.2984 0.415
H -2.2512 -2.1354 4.0981 0.432
H -0.6453 -3.1504 5.3554 0.422
H 0.6404 -3.8941 4.5007 0.426
H 1.3656 -2.8111 2.5974 0.405
N 3.2261 -1.3510 0.3601 -0.788
C 2.7540 -2.4728 -0.2408 0.416
C 3.6198 -3.3479 -0.9230 -0.281
C 3.1300 -4.5202 -1.4332 -0.096
C 1.7759 -4.8405 -1.2645 -0.280
C 0.9801 -3.9386 -0.6208 0.060
N 1.4484 -2.7601 -0.1369 -0.516
H 4.1679 -1.0604 0.1591 0.417
H 2.5900 -0.6297 0.6649 0.405
H 4.6630 -3.0797 -1.0208 0.242
H 3.7902 -5.1978 -1.9579 0.250
H 1.3556 -5.7633 -1.6346 0.256
H -0.0738 -4.1236 -0.4714 0.223
F -4.5982 4.6752 -0.1716 -0.297
C -3.4355 4.0225 -0.1944 0.426
C -3.1977 3.1211 -1.2166 -0.268
C -1.9866 2.4432 -1.2327 -0.223
C -1.0359 2.6529 -0.2331 -0.421
C -1.3117 3.5767 0.7798 -0.216
C -2.5096 4.2749 0.8022 -0.283
Sb 0.8539 1.6903 -0.1427 1.103
C 1.9498 2.6670 -1.6551 -0.404
C 1.3558 3.3008 -2.7452 -0.198
C 2.1350 3.9046 -3.7181 -0.264
C 3.5121 3.8612 -3.5825 0.433
F 4.2672 4.4375 -4.5182 -0.297
C 4.1349 3.2497 -2.5099 -0.275
C 3.3392 2.6555 -1.5418 -0.215
C 0.3220 -0.0387 -1.3666 -0.364
C -0.8916 -0.7452 -1.2922 -0.349
C -1.1394 -1.8659 -2.1150 -0.234
C -0.1664 -2.2573 -2.9943 0.407
F -0.3704 -3.3169 -3.7747 -0.295
C 1.0447 -1.5655 -3.1141 -0.227
C 1.2821 -0.4829 -2.3027 -0.225
H -3.9438 2.9797 -1.9871 0.250
H -1.7840 1.7617 -2.0502 0.223
H -0.5834 3.7725 1.5595 0.227
H -2.7303 5.0080 1.5665 0.252
H 0.2768 3.3364 -2.8425 0.222
H 1.6987 4.4083 -4.5697 0.250
H 5.2138 3.2602 -2.4399 0.248
H 3.8212 2.1991 -0.6830 0.212
H -1.7363 -0.3316 -0.7561 0.251
H -2.0901 -2.3823 -2.0889 0.248
H 1.7619 -1.8879 -3.8584 0.257
H 2.2049 0.0734 -2.4233 0.244
```

Charge = +2
E_LUMO = -0.22826 Eh
E_tot = -2096.84153 hartree